Entry 1:
This record from the Open Molecules 2025 dataset describes a structure of composition C24H42O2P2Ti at a distorted geometry. The level of theory is ωB97M-V/def2-TZVPD.

Summary:
net charge	+1
expectation value of S²	1.084
LUMO level (spin up / spin down)	-4.3957 / -3.7809	eV
total energy	-2621.9709	a.u.
2S+1	2
HOMO-LUMO gap (spin up / spin down)	5.7 / 6.3	eV

Geometry as XYZ:
```
71
C24H42O2P2Ti, DFT ωB97M-V/def2-TZVPD
Ti -0.17521 -0.73263 -2.17958
C -0.99040 0.65128 1.13617
C -1.19254 1.42867 -0.01804
C -1.60783 -0.83634 -0.52609
C -1.19946 -0.70420 0.84451
C -1.61201 0.53819 -1.06456
C -0.73045 1.17039 2.50704
H -0.12690 2.08658 2.48503
H -0.16378 0.41018 3.06944
H -1.65547 1.39252 3.07311
C -1.32624 -1.79476 1.83432
H -1.11826 -1.43261 2.84796
H -0.57931 -2.56463 1.60357
H -2.32823 -2.24697 1.83337
C -2.41699 -1.95064 -1.10214
H -3.48170 -1.68071 -0.94085
H -2.22740 -2.89743 -0.55802
H -2.26320 -2.06514 -2.20674
C -2.35944 0.90329 -2.28158
H -3.40057 0.53535 -2.18390
H -1.89087 0.45096 -3.20149
H -2.40078 1.99962 -2.34611
C -1.26118 2.89673 -0.10418
H -2.30047 3.23272 -0.13041
H -0.75731 3.27465 -0.99681
H -0.79133 3.36514 0.76044
C 3.12924 0.48469 0.95408
C 2.42902 1.47351 1.51132
C 2.27131 2.89003 1.07425
C 2.57249 3.24585 -0.42029
C 1.71248 2.56624 -1.39504
C 1.59378 1.25691 -1.65049
C 2.56928 0.14478 -1.47373
C 3.68629 0.46950 -0.43463
H 2.73615 3.64726 1.73877
H 3.64831 3.12849 -0.67706
H 1.19371 3.11890 1.20131
H 4.13699 1.44610 -0.73383
H 3.15091 -0.48811 1.46610
H 1.86218 1.24564 2.43946
H 4.51386 -0.25782 -0.45987
H 2.11088 -0.82283 -1.19713
H 0.62654 1.01233 -2.28501
H 3.06571 -0.08312 -2.42387
H 2.32626 4.32182 -0.52023
H 1.02023 3.18292 -1.96843
P 4.86959 2.50611 -2.48818
C 6.51147 1.95597 -1.88788
C 5.24548 4.30689 -2.49559
P 2.89890 1.72505 -4.74750
C 4.71191 1.83766 -4.17820
C 2.83899 3.54269 -5.17628
C 3.42122 1.12471 -6.40515
H 6.67113 0.89108 -2.09061
H 6.55656 2.10653 -0.80063
H 7.31473 2.54318 -2.34984
H 6.24866 4.51000 -2.89272
H 5.22748 4.67189 -1.45934
H 4.51143 4.89414 -3.05243
H 4.34688 1.58541 -6.77335
H 2.63722 1.26317 -7.14948
H 3.59632 0.04999 -6.30723
H 5.09617 0.80412 -4.15904
H 5.32423 2.43080 -4.88561
H 2.07946 3.73244 -5.94833
H 3.80191 3.94173 -5.53966
H 2.53578 4.11263 -4.29512
O 1.19624 -2.20713 -0.10437
C 0.94771 -2.99188 -1.04125
O 0.38279 -2.59896 -2.14506
H 1.16511 -4.07292 -0.94658
```

---

Entry 2:
This record from the Open Molecules 2025 dataset describes a structure of composition C24H43Cl2CoN4O4SSi at a distorted geometry. The level of theory is ωB97M-V/def2-TZVPD.

Summary:
net charge	-1
expectation value of S²	3.757
LUMO level (spin up / spin down)	2.5071 / 2.5044	eV
total energy	-4451.3310	a.u.
2S+1	4
HOMO-LUMO gap (spin up / spin down)	6.9 / 6.9	eV

Geometry as XYZ:
```
80
C24H43Cl2CoN4O4SSi, DFT ωB97M-V/def2-TZVPD
C -1.73985 -0.25552 -3.79300
C -1.20698 -1.44948 -3.06528
H -0.95995 0.17978 -4.44060
H -2.06508 0.51279 -3.08131
H -2.60283 -0.51590 -4.42890
C -0.71262 -2.53291 -3.68159
C -0.59768 -2.71488 -5.15795
H -0.38851 -3.38251 -3.08234
H -0.56523 -1.76378 -5.69879
H -1.43888 -3.30561 -5.54837
H 0.31868 -3.27163 -5.39941
Co 0.02955 0.95485 0.10376
Cl -2.24803 0.86042 0.58401
C -0.30182 -1.35024 2.11490
O 0.60970 -0.59815 1.70941
N -0.12198 -2.35266 2.99247
C 1.16611 -2.58384 3.63927
C -1.20919 -3.25481 3.35683
H -1.34862 -1.20794 1.78629
H 1.88997 -1.84819 3.28684
H 1.50374 -3.60669 3.42471
H 1.03539 -2.47385 4.72535
H -2.15666 -2.82602 3.01210
H -1.22572 -3.37227 4.44808
H -1.05368 -4.24357 2.89640
H 1.32713 2.36800 5.13091
H -1.38648 3.08436 5.29345
C 1.30389 2.89511 4.16476
C -1.08666 3.66717 4.41277
N -0.05810 2.95580 3.66227
H 1.90829 2.33603 3.44462
C -0.34323 2.34220 2.52131
O 0.51125 2.13603 1.61500
H -1.95161 3.78525 3.75056
H -1.37399 1.98330 2.41846
H 1.71218 3.90550 4.29442
H -0.70488 4.64875 4.72244
H 1.32468 -0.12212 -3.47769
H 2.32209 -2.61492 -2.34949
C 2.36945 0.11008 -3.22306
C 3.17881 -1.96536 -2.13508
N 2.75651 -0.58570 -1.99768
H 2.48571 1.19323 -3.11200
C 2.53032 -0.09732 -0.76844
O 2.12135 1.05152 -0.48341
H 3.63547 -2.27363 -1.19148
H 2.72801 -0.82601 0.04682
H 3.00974 -0.26923 -4.02516
H 3.89547 -2.04950 -2.95801
O -0.10059 -0.46755 -1.28345
C -1.12377 -1.33685 -1.54203
C 0.23831 -3.21016 -0.49859
C -1.00849 -2.66110 -0.78108
H 1.13412 -2.59237 -0.66728
C 0.33542 -4.50941 0.00766
H -2.09309 -0.89790 -1.25630
C -2.17005 -3.34443 -0.42326
H 1.32784 -4.94795 0.17969
C -0.83006 -5.22938 0.28282
C -2.08308 -4.64676 0.06984
H -3.12946 -2.83321 -0.54402
H -0.75498 -6.25931 0.64152
H -2.99494 -5.20583 0.28073
Si -0.04918 4.40178 -1.39960
Cl -0.06708 2.29102 -1.83532
C 1.67267 4.91274 -0.92071
C -1.38706 4.64377 -0.11760
C -0.53676 5.19364 -3.03017
H 2.21956 4.10928 -0.40891
H 1.65840 5.79517 -0.26788
H 2.23988 5.19163 -1.81969
H 0.25377 5.05281 -3.78310
H -0.70687 6.27258 -2.89610
H -1.46138 4.73564 -3.41429
H -1.31891 3.92916 0.71365
H -2.36494 4.48176 -0.59529
H -1.38424 5.65859 0.30732
S 0.24674 -0.16629 5.87457
C -0.87242 0.09710 4.74609
N -1.71458 0.28589 3.92168
```

---

Entry 3:
This record from the Open Molecules 2025 dataset describes a structure of composition C24H43ClN6O11Si2 at a distorted geometry. The level of theory is ωB97M-V/def2-TZVPD.

Summary:
LUMO level	-0.0306	eV
total energy	-3135.5182	a.u.
HOMO-LUMO gap	8.9	eV

Geometry as XYZ:
```
87
C24H43ClN6O11Si2, DFT ωB97M-V/def2-TZVPD
C 5.41871 1.65485 1.47821
C 4.84500 0.62978 0.51343
N 5.02615 -0.61587 0.70614
C 4.04428 1.04560 -0.71445
Si 2.26854 1.39757 -0.14317
Cl 1.68080 -0.22215 0.99908
O 1.38989 1.63374 -1.54054
Si -0.20189 1.03734 -1.61494
C -1.32353 2.53344 -2.11127
C -2.48494 2.74256 -1.14186
O -2.62258 2.11718 -0.11799
N -3.50976 3.74462 -1.49778
C -3.17089 4.90501 -0.62499
C -4.81336 3.18527 -1.10635
C -0.28803 -0.17826 -3.06042
C -0.30283 -1.68625 -2.65260
C 1.12724 -2.26529 -2.65722
O -0.86997 -1.93827 -1.38713
C -2.30083 -1.97659 -1.42694
C -2.74936 -1.73048 0.00760
C -3.73977 -0.84594 0.34195
C -4.05525 -0.65334 1.67564
C -3.36636 -1.33986 2.63532
C -2.38603 -2.25469 2.31062
C -2.07851 -2.44318 0.98104
N 2.36825 2.78414 0.93834
C 1.36988 2.78588 2.01373
C -0.12221 3.02882 1.80477
O 1.76810 2.61288 3.14128
C 2.50941 4.07082 0.26533
C 1.53365 4.62442 -0.75971
O 3.49438 4.72708 0.52191
H 5.58591 1.17976 2.45166
H 4.76807 2.51437 1.66038
H 6.39207 2.04639 1.15606
H 5.58808 -0.72478 1.55131
H 4.05667 0.20680 -1.41400
H 4.45832 1.97217 -1.13145
H -0.74525 0.54179 -0.35613
H -0.74804 3.45068 -2.28423
H -1.79190 2.30313 -3.08047
H -3.72786 4.87130 0.31970
H -2.09972 4.85979 -0.39607
H -3.39495 5.84154 -1.14304
H -5.63638 3.78065 -1.51592
H -4.94554 2.16385 -1.47698
H -4.94912 3.14055 -0.01546
H 0.58661 -0.01118 -3.70392
H -1.15002 0.04219 -3.70655
H -0.85609 -2.22105 -3.44298
H 1.71571 -1.88066 -3.49057
H 1.57423 -2.01926 -1.68523
H 1.03668 -3.35415 -2.72496
H -2.71377 -1.21773 -2.11770
H -2.65540 -2.96819 -1.74518
H -4.25741 -0.29251 -0.43768
H -4.82159 0.06547 1.94702
H -3.59455 -1.16175 3.68329
H -1.81524 -2.81818 3.04163
H -1.30674 -3.15162 0.69810
H -0.38192 3.59120 0.90867
H -0.45378 3.62973 2.65762
H -0.63316 2.06491 1.89180
H 1.51819 5.71547 -0.76248
H 1.88698 4.32190 -1.75517
H 0.51105 4.25426 -0.67624
C 1.69093 -3.96339 4.13025
N 0.57088 -4.80660 4.62795
O -0.41744 -4.90192 3.92938
O 0.72421 -5.34414 5.70399
H 1.41438 -3.55212 3.16569
H 1.85297 -3.17222 4.85706
H 2.56416 -4.60048 4.04277
C -3.55188 1.37733 -5.89739
N -4.45850 0.83843 -4.84520
O -4.13656 -0.20711 -4.31824
O -5.44277 1.49330 -4.59941
H -2.71496 0.69779 -6.01486
H -4.12550 1.45024 -6.81665
H -3.21590 2.35662 -5.56712
C 5.08270 -7.95965 3.88639
N 4.50639 -6.59128 3.79891
O 5.01299 -5.72097 4.47274
O 3.56063 -6.44121 3.05298
H 5.91192 -7.94080 4.58409
H 4.29590 -8.62280 4.23392
H 5.41714 -8.23669 2.89093
```

---

Question: Which of these has the highest total energy?
Answer: C24H42O2P2Ti

---

Question: Among the records above, which one has the lowest total energy?
Answer: C24H43Cl2CoN4O4SSi

---

Question: Look up the total energy of the first one.
Answer: -2621.9709 a.u.